#one
Density functional theory data (ωB97M-V/def2-TZVPD) for the ion C7H13N2 with charge +1.

Atoms and positions in Å:
C  2.043  -1.897  -1.153
C  0.830  -1.420  -1.386
C  2.711  -1.160  -0.026
C  -1.184  -0.209  1.462
C  -0.262  1.834  0.658
C  -1.432  0.472  -1.106
C  -0.591  0.425  0.177
N  1.712  -0.222  0.484
N  0.635  -0.281  -0.077
H  2.753  -2.602  -1.598
H  0.149  -1.555  -2.139
H  3.178  -1.480  0.871
H  3.648  -0.655  -0.318
H  -2.108  0.184  1.747
H  -1.547  -1.190  1.279
H  -0.589  -0.162  2.324
H  0.237  2.376  -0.062
H  0.387  1.976  1.498
H  -1.113  2.251  1.068
H  -1.066  1.349  -1.836
H  -1.478  -0.312  -1.827
H  -2.397  0.750  -0.876

Properties
**Charge**: +1
**Structure (SMILES)**: CC(C)(C)[N+]1=NCC=C1
**Frontier orbital gap**: 10.75 eV
**E_HOMO**: -15.41 eV
**LUMO**: -4.7 eV


#two
Density functional theory data (ωB97M-V/def2-TZVPD) for the ion C7H13N2 with charge +1.

Atoms and positions in Å:
C  -0.979  1.346  2.576
C  -1.794  0.318  2.221
C  0.231  1.198  1.859
C  -1.086  -0.518  1.247
C  1.479  -0.483  -2.446
C  1.101  -0.299  0.123
C  0.487  0.057  -1.436
N  0.191  0.117  1.118
N  -0.839  -0.494  -1.523
H  -1.183  2.135  3.273
H  -2.789  0.128  2.566
H  1.090  1.846  1.892
H  -1.016  -1.568  1.539
H  1.469  -1.572  -2.460
H  2.487  -0.148  -2.221
H  1.223  -0.124  -3.441
H  2.054  0.213  0.212
H  1.233  -1.379  0.146
H  0.429  1.148  -1.475
H  -1.502  -0.532  0.199
H  -0.827  -1.449  -1.868
H  -1.459  0.058  -2.102

Properties
**Charge**: +1
**Structure (SMILES)**: C[C@@H](N)C[N+]1=CC=CC1
**Frontier orbital gap**: 8.95 eV
**E_HOMO**: -13.30 eV
**LUMO**: -4.3 eV


#three
Density functional theory data (ωB97M-V/def2-TZVPD) for the ion C7H13N2 with charge +1.

Atoms and positions in Å:
C  -0.876  -0.322  -1.062
C  -0.255  0.851  1.295
C  -1.697  0.111  -1.936
C  0.187  -1.163  -0.511
C  1.300  -0.505  0.170
C  -1.708  0.188  -3.457
C  1.602  -0.368  2.545
N  0.830  0.114  1.430
N  -0.671  1.481  2.413
H  -2.663  0.675  -1.683
H  -0.264  -2.019  0.148
H  0.602  -1.708  -1.388
H  2.277  -1.028  0.436
H  1.644  0.335  -0.466
H  -1.615  1.285  -3.666
H  -2.670  -0.159  -3.873
H  -0.885  -0.320  -3.797
H  1.459  -1.427  2.529
H  2.670  -0.329  2.203
H  1.419  0.188  3.489
H  -1.410  2.163  2.269
H  -0.099  1.446  3.229

Properties
**Charge**: +1
**Frontier orbital gap (spin up / spin down)**: 7.53 / 7.52 eV
**E_HOMO (spin up / spin down)**: -12.81 / -12.81 eV
**LUMO (spin up / spin down)**: -5.3 / -5.3 eV


Stability ranking, top and bottom: #two is the most stable and #three is the least stable.


#one
Density functional theory data (ωB97M-V/def2-TZVPD) for a cluster of 7 separate species, C24H72BF4N6O6 in total.

Atoms and positions in Å:
B  0.146  -0.690  -0.565
F  1.087  -1.487  0.112
F  -0.991  -0.453  0.259
F  0.645  0.493  -1.082
F  -0.301  -1.469  -1.690
C  -1.451  -1.198  3.550
C  -2.226  0.035  3.969
C  -2.421  1.110  2.926
O  -3.199  2.109  3.462
C  -2.875  3.421  2.978
N  -3.576  -0.387  4.559
H  -4.261  -0.384  3.796
H  -3.569  -1.330  4.950
H  -3.966  0.272  5.240
H  -1.172  -1.828  4.391
H  -0.611  -0.933  2.911
H  -2.068  -1.815  2.879
H  -1.772  0.551  4.820
H  -2.910  0.640  2.045
H  -1.427  1.394  2.564
H  -2.980  3.434  1.888
H  -1.831  3.633  3.220
H  -3.527  4.152  3.439
C  -2.220  -4.790  1.321
C  -1.383  -3.951  0.370
C  -0.565  -4.795  -0.590
O  0.183  -5.662  0.189
C  1.030  -6.512  -0.580
N  -2.314  -3.075  -0.443
H  -1.776  -2.327  -0.911
H  -2.723  -3.724  -1.123
H  -3.116  -2.650  0.019
H  -2.816  -4.176  2.002
H  -1.567  -5.385  1.955
H  -2.906  -5.456  0.792
H  -0.747  -3.304  0.975
H  0.120  -4.156  -1.169
H  -1.230  -5.312  -1.301
H  1.656  -7.046  0.127
H  1.649  -5.943  -1.288
H  0.462  -7.225  -1.182
C  -2.985  2.116  -1.372
C  -4.456  2.341  -1.028
C  -4.985  3.729  -1.273
O  -6.154  3.809  -0.515
C  -6.795  5.100  -0.605
N  -5.367  1.385  -1.800
H  -5.216  1.308  -2.810
H  -5.279  0.436  -1.439
H  -6.350  1.652  -1.643
H  -2.443  2.832  -0.747
H  -2.792  2.411  -2.404
H  -2.561  1.155  -1.085
H  -4.609  1.987  -0.008
H  -5.155  3.910  -2.344
H  -4.223  4.436  -0.919
H  -7.169  5.252  -1.619
H  -6.024  5.866  -0.460
H  -7.546  5.182  0.169
C  2.307  -1.004  -3.991
C  3.316  -1.650  -3.064
C  3.963  -0.673  -2.133
O  4.742  -1.405  -1.205
C  5.659  -0.594  -0.488
N  2.592  -2.715  -2.252
H  2.289  -3.407  -2.940
H  3.179  -3.130  -1.530
H  1.729  -2.338  -1.834
H  1.850  -1.720  -4.685
H  2.702  -0.201  -4.606
H  1.427  -0.643  -3.445
H  4.024  -2.194  -3.688
H  3.262  -0.052  -1.557
H  4.560  0.021  -2.736
H  6.233  -1.253  0.163
H  5.162  0.081  0.222
H  6.318  -0.051  -1.163
C  3.380  5.970  -4.860
C  2.155  6.623  -4.259
C  1.662  5.889  -3.004
O  1.369  4.582  -3.446
C  1.431  3.586  -2.442
N  2.443  8.075  -3.982
H  3.193  8.275  -3.310
H  2.669  8.618  -4.821
H  1.631  8.524  -3.544
H  3.168  4.945  -5.152
H  4.228  5.983  -4.171
H  3.712  6.432  -5.794
H  1.375  6.636  -5.021
H  0.767  6.365  -2.586
H  2.475  5.823  -2.270
H  2.460  3.476  -2.070
H  1.173  2.620  -2.863
H  0.814  3.863  -1.581
C  3.031  -5.334  3.098
C  2.797  -3.874  2.776
C  1.828  -3.158  3.694
O  2.489  -2.999  4.917
C  1.824  -2.151  5.830
N  4.083  -3.090  2.777
H  4.411  -3.103  3.755
H  4.799  -3.507  2.182
H  3.946  -2.100  2.568
H  2.085  -5.823  3.321
H  3.745  -5.498  3.905
H  3.407  -5.886  2.232
H  2.391  -3.820  1.763
H  0.904  -3.727  3.855
H  1.546  -2.198  3.227
H  1.912  -1.093  5.561
H  2.246  -2.272  6.825
H  0.764  -2.415  5.939

Properties
**Charge**: +5
**Frontier orbital gap**: 8.88 eV
**E_HOMO**: -19.90 eV
**LUMO**: -11.0 eV


#two
Density functional theory data (ωB97M-V/def2-TZVPD) for a cluster of 7 separate species, C24H72BF4N6O6 in total.

Atoms and positions in Å:
B  2.083  1.510  -0.677
F  3.200  0.862  -1.231
F  1.632  0.834  0.337
F  2.533  2.760  -0.348
F  1.031  1.761  -1.628
C  -1.260  7.071  -4.543
C  -2.775  7.542  -4.637
C  -3.085  9.035  -4.683
O  -4.451  9.328  -4.957
C  -5.318  9.428  -3.811
N  -3.184  6.988  -5.987
H  -4.179  7.082  -6.131
H  -2.680  7.711  -6.480
H  -2.917  6.045  -6.228
H  -0.896  7.003  -3.518
H  -0.481  7.601  -5.091
H  -1.116  6.062  -4.930
H  -3.294  6.902  -3.924
H  -2.542  9.495  -5.509
H  -2.677  9.555  -3.816
H  -6.197  10.017  -4.071
H  -4.884  10.000  -2.990
H  -5.701  8.456  -3.501
C  7.633  4.032  2.186
C  8.390  4.471  0.851
C  9.651  3.660  0.597
O  9.394  2.256  0.430
C  10.645  1.543  0.376
N  7.520  4.089  -0.339
H  6.786  4.781  -0.288
H  7.969  4.277  -1.225
H  7.119  3.170  -0.223
H  6.795  4.681  2.439
H  8.293  3.954  3.050
H  7.209  3.032  2.089
H  8.613  5.534  0.760
H  10.315  3.838  1.443
H  10.283  4.077  -0.187
H  10.946  1.350  1.406
H  11.438  1.981  -0.230
H  10.682  0.566  -0.105
C  1.931  -9.666  5.976
C  1.602  -8.470  5.109
C  2.768  -8.241  4.103
O  2.303  -7.092  3.348
C  2.922  -5.773  3.712
N  0.280  -8.757  4.310
H  0.053  -8.042  3.634
H  0.388  -9.633  3.820
H  -0.572  -8.893  4.834
H  2.125  -10.643  5.534
H  1.227  -9.937  6.763
H  2.817  -9.487  6.585
H  1.413  -7.489  5.543
H  2.713  -9.092  3.425
H  3.777  -8.253  4.515
H  2.443  -5.409  4.620
H  2.648  -5.074  2.921
H  4.002  -5.917  3.746
C  1.634  -4.313  -2.798
C  0.961  -4.023  -4.200
C  -0.544  -4.441  -4.225
O  -0.914  -4.292  -5.597
C  -2.033  -5.170  -5.777
N  0.957  -2.488  -4.515
H  0.773  -1.918  -3.702
H  1.890  -2.167  -4.729
H  0.292  -2.183  -5.211
H  1.658  -5.373  -2.546
H  1.009  -3.862  -2.028
H  2.655  -3.935  -2.746
H  1.529  -4.495  -5.002
H  -1.134  -3.874  -3.505
H  -0.531  -5.492  -3.936
H  -2.814  -4.842  -5.091
H  -1.883  -6.210  -5.486
H  -2.502  -5.148  -6.761
C  -0.237  2.304  5.777
C  -0.456  0.803  6.120
C  -1.051  0.567  7.481
O  -0.604  -0.819  7.734
C  -1.103  -1.474  8.845
N  -1.359  0.190  5.032
H  -2.237  0.650  4.840
H  -0.971  0.248  4.101
H  -1.565  -0.797  4.980
H  0.182  2.599  4.815
H  0.368  2.839  6.508
H  -1.215  2.772  5.886
H  0.496  0.358  5.830
H  -2.125  0.742  7.415
H  -0.500  1.214  8.164
H  -2.114  -1.801  8.600
H  -1.076  -0.976  9.814
H  -0.516  -2.372  9.031
C  -5.406  0.920  -2.265
C  -6.354  -0.237  -2.625
C  -7.726  -0.285  -1.985
O  -8.564  -1.059  -2.800
C  -9.905  -0.767  -2.667
N  -6.515  -0.051  -4.174
H  -7.295  0.569  -4.337
H  -5.740  0.246  -4.749
H  -6.868  -0.884  -4.624
H  -5.911  1.877  -2.391
H  -4.574  1.026  -2.961
H  -5.081  0.870  -1.226
H  -5.857  -1.195  -2.474
H  -8.127  0.722  -1.865
H  -7.462  -0.866  -1.102
H  -10.237  -0.451  -1.679
H  -10.414  -1.685  -2.963
H  -10.246  -0.040  -3.403

Properties
**Charge**: +5
**Frontier orbital gap**: 8.71 eV
**E_HOMO**: -17.58 eV
**LUMO**: -8.9 eV


Stability ranking, top and bottom: #one is the most stable and #two is the least stable.


#one
Density functional theory data (ωB97M-V/def2-TZVPD) for an isolated molecule of C6H5NO2S.

Atoms and positions in Å:
C  0.573  -0.399  0.306
C  -0.189  -0.219  -1.048
C  2.059  -0.574  -0.002
C  -1.465  0.907  0.614
C  -0.056  0.775  1.231
C  -2.376  0.174  0.055
N  -1.337  0.589  -0.800
O  2.839  -1.026  0.774
O  0.721  0.444  -1.924
S  2.317  0.148  -1.577
H  0.267  -1.389  0.642
H  -0.467  -1.250  -1.521
H  0.001  0.455  2.296
H  0.348  1.733  0.873
H  -3.235  -0.366  0.082

Properties
**Charge**: 0
**Structure (SMILES)**: O=C1SO[C@H]2[C@@H]1CC1=CN12
**Frontier orbital gap**: 8.21 eV
**E_HOMO**: -8.30 eV
**LUMO**: -0.1 eV


#two
Density functional theory data (ωB97M-V/def2-TZVPD) for a cluster of 2 separate species, C6H5NO2S in total.

Atoms and positions in Å:
C  1.943  0.968  -0.174
C  1.815  1.427  2.231
C  0.677  1.026  0.463
C  -1.994  -1.419  -1.640
C  -1.343  -1.909  -0.589
C  -0.549  0.748  -0.223
N  0.598  1.297  1.844
O  -1.589  0.719  -0.750
O  -0.147  -1.748  -0.249
S  3.080  1.313  1.056
H  2.391  0.889  -1.162
H  1.830  1.706  3.269
H  -3.050  -1.688  -1.660
H  -1.659  -1.084  -2.590
H  -2.003  -2.245  0.175

Properties
**Charge**: 0
**Frontier orbital gap (spin up / spin down)**: 5.85 / 7.16 eV
**E_HOMO (spin up / spin down)**: -6.90 / -7.78 eV
**LUMO (spin up / spin down)**: -1.1 / -0.6 eV


Stability ranking, top and bottom: #two is the most stable and #one is the least stable.


#one
Density functional theory data (ωB97M-V/def2-TZVPD) for an isolated molecule of C9H10.

Atoms and positions in Å:
C  -1.637  0.921  -0.143
C  -0.839  1.921  -0.093
C  -2.404  -0.159  -0.152
C  -3.354  -1.021  -0.068
C  0.651  1.725  0.024
C  0.644  -0.574  1.180
C  -0.075  -0.909  0.024
C  0.930  0.221  -0.079
C  2.275  -0.170  -0.670
H  -3.159  -1.958  -0.475
H  -4.442  -0.809  0.027
H  1.064  2.285  -0.883
H  1.013  2.087  0.998
H  0.251  -0.014  2.048
H  1.501  -1.153  1.606
H  -0.190  -1.537  -0.738
H  3.041  -0.347  0.007
H  2.530  0.596  -1.358
H  2.200  -1.105  -1.255

Properties
**Charge**: 0
**Frontier orbital gap (spin up / spin down)**: 7.19 / 7.60 eV
**E_HOMO (spin up / spin down)**: -7.70 / -7.77 eV
**LUMO (spin up / spin down)**: -0.5 / -0.2 eV


#two
Density functional theory data (ωB97M-V/def2-TZVPD) for an isolated molecule of C9H10.

Atoms and positions in Å:
C  -0.999  -0.381  -1.075
C  -0.126  0.777  -1.622
C  0.491  1.890  -0.559
C  1.310  1.440  0.506
C  1.635  0.766  1.476
C  1.530  -0.433  2.077
C  0.770  -1.407  2.024
C  -0.598  -1.809  1.446
C  -0.219  -0.862  0.188
H  -2.015  -0.030  -0.913
H  -0.943  -1.166  -1.765
H  0.754  0.293  -2.138
H  -0.478  1.411  -2.385
H  -0.487  2.166  -0.087
H  0.904  2.739  -1.109
H  -1.460  -1.531  2.279
H  -0.859  -2.895  1.115
H  -0.010  0.142  0.716
H  0.801  -1.112  -0.174

Properties
**Charge**: 0
**Structure (SMILES)**: C1#CCCCCCC#C1
**Frontier orbital gap**: 8.99 eV
**E_HOMO**: -8.48 eV
**LUMO**: 0.5 eV


Stability ranking, top and bottom: #two is the most stable and #one is the least stable.